104
Properties=species:S:1:pos:R:3 method="wB97M-V/def2-TZVPD" molar_mass_g_mol=714.116 e_tot_ev=-81235.512 smiles="CCCCCCCB1OB(CCCOC)OB(CCC(F)(F)F)O1.CCOP(=O)(OCC)OCC.CCOP(=O)(OCC)OCC" homo_ev=-9.59 orbital_gap_ev=8.033
H 2.345 1.744 -1.929
H -0.252 -2.828 6.476
H 5.180 -0.110 -3.571
C -4.891 -2.189 3.072
H -4.786 -2.129 9.799
C 4.933 7.170 -7.561
C 4.138 0.301 -3.343
H -4.512 -4.784 11.304
C 3.023 2.370 -8.656
C -3.309 -3.457 -0.680
C 1.872 -0.509 -2.156
H -1.098 3.265 -7.980
H 1.402 0.989 -0.577
H 3.955 -1.018 -1.485
O -3.161 -1.483 0.749
O 4.462 3.189 -4.534
H -0.681 -2.384 9.792
H -2.447 -3.969 -0.239
H -0.768 -4.014 5.262
C 5.822 6.399 -6.515
H -0.465 0.424 -2.662
C -3.149 -1.949 -0.597
C -3.709 -3.095 3.365
H 1.592 -1.176 -1.269
H -5.141 -3.725 9.133
H 1.352 2.633 -10.895
H -3.215 -2.818 4.298
H -5.596 -2.212 3.907
H -0.483 1.865 -1.503
C 3.368 0.710 -4.674
H 3.984 6.271 -5.188
H -0.336 -0.181 3.343
H 6.502 5.623 -6.975
C -4.506 -3.184 9.841
C -4.710 -3.708 11.252
C -1.837 1.357 2.998
H -1.107 2.136 3.226
H 0.888 2.161 -7.819
H -2.797 1.644 3.439
H 3.881 0.159 -5.540
H -3.398 -3.783 -1.718
H -2.223 -1.632 -1.089
C -0.591 -2.642 10.848
H -0.532 -4.298 12.181
F 4.262 8.222 -6.907
H -4.095 -4.107 3.520
O 2.563 2.835 -6.034
C 1.538 0.987 -1.710
C 4.979 5.725 -5.324
P -2.530 -4.791 9.174
C -1.305 3.453 -9.083
H 3.446 -1.784 -3.051
O -1.883 -4.775 10.754
H 2.278 0.416 -4.707
F 5.721 7.783 -8.546
H -4.027 -3.222 11.951
O -2.738 -3.203 2.319
H 4.290 1.211 -2.689
H 5.555 5.876 -4.351
O -0.901 -0.814 1.155
H -5.409 -2.504 2.164
H 1.038 3.965 -9.705
O 4.602 3.771 -7.001
O -0.592 2.574 -9.967
H -5.737 -3.540 11.584
C -1.388 0.019 3.560
H -1.936 -3.296 6.388
H -0.648 3.176 -3.448
H -4.606 -1.146 2.923
O -1.013 -4.443 8.593
H 1.158 2.954 -3.460
H -2.412 3.285 -9.269
H -1.399 -2.124 11.368
B 3.386 3.005 -7.211
C 3.406 -0.801 -2.464
B 4.676 4.150 -5.600
H 0.182 -4.658 10.630
C -0.652 -4.137 11.105
H 6.480 7.191 -6.024
H 1.342 0.834 -8.987
O -3.143 -5.012 7.788
H 1.208 -0.879 -3.009
H 3.605 1.409 -8.867
H -1.073 -5.741 6.963
H -1.065 4.552 -9.287
H 0.071 1.903 -4.581
C 0.102 1.360 -2.341
H -4.193 -3.785 -0.129
P -1.859 -1.879 1.697
H 0.464 -4.973 7.293
O -3.145 -3.272 9.430
C -0.615 -4.798 7.270
H 3.296 3.077 -9.513
H -1.992 1.329 1.917
H 0.365 -2.242 11.195
H -3.981 -1.464 -1.113
C 1.465 1.945 -8.777
C 0.819 2.868 -9.911
C -0.918 -3.677 6.290
O -2.217 -1.040 3.086
H -1.480 0.038 4.649
F 3.998 6.387 -8.217
B 3.484 2.282 -5.055
C 0.175 2.393 -3.558